Molecular formula: HNP2
Method: DFT, ωB97M-V/def2-TZVPD

Values from the calculation:
- frontier orbital gap (eV) = 7.047
- spin multiplicity = 1
- E_LUMO (Eh) = -0.0410
- SMILES = N1=P#[PH]1
- highest occupied orbital energy (Ha) = -0.300
- E_tot (a.u.) = -737.96331
- strongest force on any atom (hartree/bohr) = 0.07686

CARTESIAN COORDINATES (ANGSTROEM)
N  2.17089  -0.04363  0.95068
P  1.16386  -0.75722  -0.10600
P  3.15214  0.33762  -0.30824
H  -0.12264  -0.20497  -0.05670


Molecular formula: C6H11NO
Method: DFT, ωB97M-V/def2-TZVPD

Values from the calculation:
- frontier orbital gap (spin up / spin down) (eV) = 6.614 / 6.403
- spin multiplicity = 2
- E_LUMO (spin up / spin down) (Eh) = 0.1352 / 0.1266
- highest occupied orbital energy (spin up / spin down) (Ha) = -0.108 / -0.109
- total charge = -1
- E_tot (a.u.) = -365.09569
- strongest force on any atom (hartree/bohr) = 0.08197

CARTESIAN COORDINATES (ANGSTROEM)
C  -2.03242  -0.41592  0.54211
N  -2.07750  0.43601  -0.49062
C  -1.08408  0.21200  -1.52147
C  0.33718  0.64025  -1.07760
C  1.29498  -0.47863  -0.57157
C  2.55204  0.08163  -0.04799
C  2.75430  0.03759  1.41868
O  -2.37480  -0.20472  1.73086
H  -1.75842  -1.46400  0.27032
H  -1.41812  0.84387  -2.39655
H  -1.10236  -0.84731  -1.88062
H  0.22994  1.27921  -0.25169
H  0.92190  1.15866  -1.88985
H  0.62345  -1.01014  0.23012
H  1.22838  -1.17266  -1.49603
H  3.42467  -0.30960  -0.58621
H  2.68869  -0.98346  1.10802
H  2.03361  0.37765  2.07545
H  3.73718  0.25201  1.95150


Molecular formula: C26H23N5O2PtS2
Method: DFT, ωB97M-V/def2-TZVPD

Values from the calculation:
- frontier orbital gap (spin up / spin down) (eV) = 6.959 / 5.729
- spin multiplicity = 5
- E_LUMO (spin up / spin down) (Eh) = 0.0166 / -0.1001
- highest occupied orbital energy (spin up / spin down) (Ha) = -0.239 / -0.311
- E_tot (a.u.) = -2344.39343
- strongest force on any atom (hartree/bohr) = 0.00531

CARTESIAN COORDINATES (ANGSTROEM)
Pt  -0.73334  -0.84154  1.35645
C  2.36616  -5.05945  1.80066
S  0.84253  -5.06928  2.75506
C  0.18074  -3.50632  2.37067
S  0.73876  -2.53762  1.06963
N  -0.82720  -3.15131  3.17361
N  -1.37500  -2.02080  2.82782
C  -2.41489  -1.49207  3.59057
C  -2.85546  -0.23867  3.20535
C  -3.92212  0.43616  3.85207
C  -4.29030  1.68137  3.42625
C  -3.60248  2.27270  2.35892
C  -2.57224  1.58032  1.74624
N  -2.19919  0.36627  2.13673
H  2.89397  -5.96719  2.08772
H  2.97127  -4.19111  2.05375
H  2.17330  -5.07886  0.73015
H  -2.82425  -2.06297  4.41104
H  -4.42405  -0.05563  4.67377
H  -5.10406  2.20596  3.90871
H  -3.86548  3.25544  1.99695
H  -2.01190  2.00343  0.92633
O  -2.30068  -0.31497  -2.74482
C  -2.27194  0.22037  -1.49353
O  -3.22381  0.23131  -0.76093
C  -0.04540  0.41333  -0.18571
C  0.92155  -0.15770  -1.25913
C  2.31744  0.28478  -1.12342
C  2.70817  1.03876  0.01043
C  4.05268  1.27567  0.32381
C  4.41326  2.00646  1.44632
C  3.43391  2.53471  2.27332
C  2.08781  2.34419  1.96661
C  1.70646  1.60462  0.85776
N  0.35960  1.52270  0.53512
H  0.90992  -1.24618  -1.29248
H  3.07666  -0.11275  -1.78689
H  4.81620  0.87178  -0.33124
H  5.45935  2.16940  1.67094
H  3.71172  3.10876  3.14744
H  1.30886  2.77337  2.58420
C  0.79568  2.78607  -2.44549
C  0.35801  1.55152  -3.17405
C  0.32737  1.49706  -4.50558
C  -0.20686  0.35042  -5.23713
C  -0.82211  -0.64614  -4.61380
C  -0.93829  -0.69477  -3.12171
C  -0.76471  -2.13081  -2.64544
C  -0.09697  0.36853  -2.35163
N  -1.02269  0.75975  -1.27239
H  0.97148  3.59685  -3.15155
H  1.71235  2.62140  -1.87823
H  0.03144  3.09507  -1.72993
H  0.66862  2.35183  -5.07828
H  -0.13030  0.34884  -6.31764
H  -1.25839  -1.47250  -5.16187
H  0.22523  -2.51529  -2.89672
H  -1.51193  -2.74614  -3.14634
H  -0.92443  -2.21913  -1.56849


Molecular formula: C3H10N3S
Method: DFT, ωB97M-V/def2-TZVPD

Values from the calculation:
- frontier orbital gap (eV) = 4.809
- spin multiplicity = 1
- E_LUMO (Eh) = -0.2636
- highest occupied orbital energy (Ha) = -0.440
- total charge = +1
- E_tot (a.u.) = -682.37508
- strongest force on any atom (hartree/bohr) = 0.08917

CARTESIAN COORDINATES (ANGSTROEM)
C  0.40457  -0.04589  1.59042
C  -1.10219  -0.47529  1.60821
C  0.78813  0.48735  0.22004
N  0.00931  0.65767  -0.74767
N  0.11255  -2.77836  2.14039
N  0.13825  1.62896  -3.25928
S  -1.28555  -2.25820  1.79951
H  0.47566  0.68064  2.29568
H  0.95754  -0.95829  1.63641
H  -1.63011  -0.08421  2.44557
H  -1.63182  -0.32023  0.77243
H  1.86815  0.76465  0.03683
H  0.20821  -3.84653  2.26855
H  0.05541  1.05787  -4.08185
H  0.23839  0.98515  -1.76069
H  -0.61189  2.39313  -3.41048
H  1.00539  2.11158  -3.55407


Molecular formula: B2H8Rb
Method: DFT, ωB97M-V/def2-TZVPD

Values from the calculation:
- frontier orbital gap (eV) = 5.797
- spin multiplicity = 1
- E_LUMO (Eh) = 0.0588
- highest occupied orbital energy (Ha) = -0.154
- total charge = -1
- E_tot (a.u.) = -78.49825
- strongest force on any atom (hartree/bohr) = 0.03946

CARTESIAN COORDINATES (ANGSTROEM)
Rb  9.02631  -25.54821  10.39405
B  11.71441  -28.07856  10.70767
H  12.42686  -28.29989  9.80102
H  12.14612  -27.09795  11.16951
H  10.66753  -27.87636  10.22874
H  11.63739  -28.96344  11.46164
B  9.80550  -25.72349  13.29782
H  10.57924  -26.32637  12.69703
H  8.72614  -26.09048  13.09336
H  10.05857  -25.90837  14.42168
H  9.90985  -24.59336  13.05866


Molecular formula: C21H20FN3O4
Method: DFT, ωB97M-V/def2-TZVPD

Values from the calculation:
- frontier orbital gap (eV) = 8.738
- spin multiplicity = 1
- E_LUMO (Eh) = 0.0205
- SMILES = C=CCN(C(=O)Nc1ccc(F)cc1)[C@H]1CC(=O)N(c2ccc(OC)cc2)C1=O
- highest occupied orbital energy (Ha) = -0.301
- E_tot (a.u.) = -1377.36423
- strongest force on any atom (hartree/bohr) = 0.00996

CARTESIAN COORDINATES (ANGSTROEM)
C  4.19874  -4.46459  1.97957
C  3.46035  -4.17342  0.92526
C  1.97875  -3.97062  0.96641
N  1.62518  -2.69645  0.35694
C  0.48174  -2.65370  -0.41375
O  -0.26077  -3.59091  -0.56510
N  0.32436  -1.42351  -1.04512
C  -0.88214  -0.85193  -1.44616
C  -2.06220  -1.11432  -0.75618
C  -3.21813  -0.43350  -1.08351
C  -3.18322  0.50348  -2.09982
C  -2.02950  0.76076  -2.81563
C  -0.87655  0.07689  -2.48364
H  0.03756  0.27089  -3.02654
H  -2.03818  1.48724  -3.61261
F  -4.30470  1.20032  -2.39872
H  -4.13732  -0.61252  -0.54969
H  -2.06250  -1.83777  0.04194
H  1.15190  -0.98688  -1.42064
C  2.08482  -1.50241  1.04274
C  3.05744  -0.60679  0.27438
C  2.35312  0.73455  0.13714
O  2.76841  1.69866  -0.44583
N  1.14405  0.65813  0.80694
C  0.89164  -0.58786  1.35263
O  -0.08975  -0.90704  1.96365
C  0.14033  1.66843  0.78010
C  -0.11606  2.36337  -0.39074
C  -1.16493  3.26157  -0.45465
C  -1.97337  3.47378  0.65787
C  -1.68009  2.79920  1.84574
C  -0.63504  1.90538  1.90960
H  -0.43190  1.37978  2.82784
H  -2.29981  2.98685  2.70753
O  -3.04476  4.30202  0.69319
C  -3.45739  4.92418  -0.50234
H  -3.70075  4.18570  -1.27205
H  -2.69605  5.61349  -0.88075
H  -4.35403  5.48579  -0.24605
H  -1.34646  3.77979  -1.38199
H  0.50266  2.21116  -1.25926
H  3.99623  -0.45721  0.80905
H  3.31229  -1.00254  -0.70963
H  2.52157  -1.82923  1.99186
H  1.60530  -4.02563  1.99582
H  1.47232  -4.74186  0.37876
H  3.91051  -4.06024  -0.05175
H  5.26186  -4.61624  1.90824
H  3.76447  -4.58426  2.95897


Repeat the fifth record exactly.
Molecular formula: B2H8Rb
Method: DFT, ωB97M-V/def2-TZVPD

Values from the calculation:
- frontier orbital gap (eV) = 5.797
- spin multiplicity = 1
- E_LUMO (Eh) = 0.0588
- highest occupied orbital energy (Ha) = -0.154
- total charge = -1
- E_tot (a.u.) = -78.49825
- strongest force on any atom (hartree/bohr) = 0.03946

CARTESIAN COORDINATES (ANGSTROEM)
Rb  9.02631  -25.54821  10.39405
B  11.71441  -28.07856  10.70767
H  12.42686  -28.29989  9.80102
H  12.14612  -27.09795  11.16951
H  10.66753  -27.87636  10.22874
H  11.63739  -28.96344  11.46164
B  9.80550  -25.72349  13.29782
H  10.57924  -26.32637  12.69703
H  8.72614  -26.09048  13.09336
H  10.05857  -25.90837  14.42168
H  9.90985  -24.59336  13.05866